[1]
ClNO7 | ωB97M-V with the def2-TZVPD basis set

```
9
Properties=species:S:1:pos:R:3:lowdin_charge:R:1
Cl -0.01 2.11 -0.66 0.62
O -1.00 -1.94 0.67 -0.07
O -0.44 0.76 -0.48 -0.35
O 1.35 2.11 -1.16 -0.41
O -0.94 2.79 -1.55 -0.43
O -0.02 2.86 0.61 -0.44
O 0.24 -3.31 1.88 -0.14
O 0.80 -2.77 -0.16 -0.15
N 0.02 -2.61 0.85 -0.63
```

Summary:
molar mass: 161.5 g/mol
total charge: -2
E_LUMO: 6.5 eV
HOMO-LUMO gap: 7.725 eV

***

[2]
C5H8O2 | ωB97M-V with the def2-TZVPD basis set

```
15
Properties=species:S:1:pos:R:3:lowdin_charge:R:1
O -0.31 0.59 1.17 -0.05
O 2.47 0.76 0.70 -0.05
C -1.50 0.16 0.52 -0.24
C 1.61 0.12 -0.22 -0.21
C -0.81 -0.95 -0.22 -0.12
C 0.44 -0.48 0.52 -0.26
C -1.40 0.21 -0.97 -0.06
H 1.26 0.82 -0.98 0.12
H -2.45 0.31 1.02 0.15
H -0.80 0.97 -1.45 0.10
H 1.92 1.38 1.20 0.09
H 2.20 -0.66 -0.72 0.13
H 0.79 -1.20 1.27 0.16
H -2.34 -0.04 -1.47 0.11
H -1.09 -1.99 -0.37 0.13
```

Summary:
molar mass: 100.1 g/mol
total charge: 0
E_LUMO: 1.1 eV
HOMO-LUMO gap: 10.580 eV

***

[3]
C12H26BBrN3O5P2 | ωB97M-V with the def2-TZVPD basis set

```
50
Properties=species:S:1:pos:R:3:lowdin_charge:R:1
Br -0.51 3.67 2.14 0.32
P -0.12 0.36 1.24 0.85
P 0.02 2.43 0.36 0.46
O 2.42 -1.71 0.33 0.15
O -1.29 2.45 -0.64 -0.42
O -0.52 -0.20 -1.45 0.11
O 0.95 -1.61 3.24 0.12
O 3.13 1.10 -3.65 0.05
N 1.49 0.00 1.60 -0.11
N -1.46 -2.01 -0.13 -0.08
N -0.97 0.38 2.65 -0.05
C -2.25 0.23 2.68 -0.42
C 2.99 -0.44 3.52 0.03
C -2.84 -0.57 3.78 0.00
C 2.26 -0.52 0.45 -0.47
C 2.81 0.51 -0.48 0.00
C 1.65 2.44 -4.94 -0.02
C -3.21 0.88 1.74 -0.02
C 1.71 -0.77 2.83 -0.48
C 2.06 -0.05 -5.44 -0.02
C -1.05 -2.83 1.02 -0.05
C -2.93 -1.95 -0.30 -0.03
C 2.36 1.16 -4.58 -0.50
B -0.79 -0.77 -0.23 -0.66
H -4.16 0.36 1.82 0.09
H -2.92 0.85 0.70 0.06
H 3.00 -0.93 4.48 0.09
H 0.57 2.30 -4.87 0.08
H 2.64 -0.90 -5.07 0.08
H 3.84 -0.79 2.95 0.10
H 2.34 0.15 -6.47 0.09
H -1.36 -3.86 0.90 0.10
H 2.19 0.57 -1.37 0.07
H 1.95 3.23 -4.25 0.08
H 2.83 1.48 -0.02 0.07
H 3.09 0.63 3.67 0.09
H 3.81 0.24 -0.79 0.11
H -3.43 -2.20 0.63 0.09
H 1.91 2.74 -5.95 0.09
H -1.47 -2.46 1.95 0.07
H -3.09 -1.57 3.43 0.09
H -3.40 1.90 2.03 0.10
H -1.76 3.28 -0.48 0.05
H -3.70 -0.05 4.19 0.10
H 1.00 -0.29 -5.39 0.08
H -3.22 -2.69 -1.04 0.10
H -3.24 -1.00 -0.71 0.08
H -1.30 0.27 -1.77 0.11
H -2.10 -0.62 4.58 0.09
H 0.03 -2.81 1.12 0.07
```

Summary:
molar mass: 445.0 g/mol
total charge: +1
E_LUMO: -3.6 eV
HOMO-LUMO gap: 8.200 eV

***

[4]
CHN2OS | ωB97M-V with the def2-TZVPD basis set

```
6
Properties=species:S:1:pos:R:3:lowdin_charge:R:1
S -1.86 1.13 0.23 0.41
O -1.41 -1.44 -0.04 -0.12
N 1.46 0.05 0.32 -0.06
N 0.47 0.10 -0.46 -0.12
C -1.06 -0.28 0.00 -1.14
H 2.41 0.43 -0.05 0.03
```

Summary:
molar mass: 89.1 g/mol
total charge: -1
E_LUMO: 4.0 eV
HOMO-LUMO gap: 7.562 eV
SMILES: [H]/N=N/C([O-])=S

***

[5]
C30H32ClHfN3SSi2 | ωB97M-V with the def2-TZVPD basis set

```
70
Properties=species:S:1:pos:R:3:lowdin_charge:R:1
Hf 0.10 -0.73 -1.50 1.11
Cl 1.24 1.33 -1.74 0.27
S 1.43 -2.58 -0.44 0.77
Si -0.25 -0.70 -5.92 0.73
Si 2.23 1.97 -5.15 1.02
N 2.22 -2.96 2.13 0.15
N 1.19 -0.99 1.70 -0.03
N 0.77 0.03 0.81 -0.07
C -1.32 2.66 -8.08 -0.06
C 2.70 -1.91 -3.70 -0.11
C -0.23 -1.98 -8.40 -0.10
C -2.15 -0.72 -2.24 -0.17
C -1.93 -1.94 -1.50 -0.17
C 0.81 3.18 -5.01 -0.32
C -1.41 4.96 -5.20 -0.06
C -1.28 1.64 -7.13 -0.10
C 0.35 -2.03 -7.11 -0.26
C 0.49 -0.24 -4.31 -0.45
C 0.83 4.30 -5.88 -0.10
C 1.30 -3.68 -9.19 -0.06
C 0.93 1.02 -7.89 -0.14
C -1.77 -0.16 -0.03 -0.18
C -1.44 3.89 -4.31 -0.07
C -0.26 5.17 -5.98 -0.07
C 0.87 2.00 -8.88 -0.06
C 0.26 -2.78 -9.44 -0.06
C -2.03 0.38 -1.33 -0.16
C -0.18 0.79 -7.06 -0.32
C -1.63 -1.59 -0.14 -0.21
C 2.94 -0.63 -4.21 -0.08
C -0.31 3.07 -4.16 -0.14
C 1.90 0.25 -4.52 -0.38
C 1.43 -2.40 -3.47 -0.19
C 0.28 -1.56 -3.61 -0.40
C 1.65 -2.14 1.21 -0.72
C 1.36 -2.96 -6.87 -0.09
C -0.25 2.82 -8.98 -0.06
C 1.84 -3.77 -7.91 -0.07
H -0.23 6.01 -6.68 0.12
H 3.97 -0.30 -4.38 0.13
H -1.04 -1.28 -8.61 0.11
H -2.54 -0.64 -3.26 0.13
H -1.92 0.38 0.91 0.13
H 2.68 -3.81 1.83 0.12
H 2.43 -2.63 3.07 0.14
H 1.27 -3.45 -3.22 0.13
H 1.36 -0.72 2.67 0.18
H -2.10 1.50 -6.43 0.11
H -0.16 -2.67 -10.44 0.11
H -2.30 1.42 -1.53 0.13
H -2.16 3.35 -8.11 0.12
H 2.65 -4.47 -7.70 0.11
H -0.30 3.61 -9.73 0.12
H -2.08 -2.96 -1.84 0.14
H 1.69 -4.30 -10.00 0.11
H -2.33 3.72 -3.71 0.11
H 1.55 0.68 0.67 0.07
H -0.30 2.35 -3.35 0.00
H 1.81 -3.03 -5.87 0.08
H -2.24 5.66 -5.28 0.12
H 1.71 4.47 -6.49 0.10
H -0.18 0.57 -4.01 0.06
H 1.72 2.14 -9.56 0.12
H -0.64 -2.09 -3.85 0.09
H 3.54 -2.55 -3.44 0.12
H 3.29 2.50 -4.39 -0.01
H -1.69 -1.00 -5.69 0.05
H -1.49 -2.28 0.69 0.13
H 1.84 0.42 -7.77 0.10
H 0.07 0.60 1.31 0.11
```

Summary:
molar mass: 736.8 g/mol
total charge: +2
E_LUMO (alpha / beta): -7.2 / -7.0 eV
HOMO-LUMO gap (alpha / beta): 5.300 / 5.537 eV

***

[6]
C3H3NOS2 | ωB97M-V with the def2-TZVPD basis set

```
10
Properties=species:S:1:pos:R:3:lowdin_charge:R:1
S 0.81 2.04 -1.45 0.70
S -2.32 -1.70 0.84 0.71
O 0.18 -1.00 0.87 -0.07
N -0.93 0.24 -0.49 0.06
C -1.05 -0.77 0.43 -0.91
C 0.33 0.75 -0.59 -0.83
C 1.16 -0.10 0.33 -0.12
H 1.99 -0.67 -0.18 0.16
H -1.73 0.69 -0.93 0.16
H 1.57 0.51 1.15 0.14
```

Summary:
molar mass: 133.2 g/mol
total charge: 0
E_LUMO: -0.6 eV
HOMO-LUMO gap: 8.612 eV
SMILES: S=C1COC(=S)N1

***

[7]
C25H30B3F32NO7 | ωB97M-V with the def2-TZVPD basis set

```
98
Properties=species:S:1:pos:R:3:lowdin_charge:R:1
F 2.08 5.75 1.24 0.11
F 3.97 1.66 9.12 0.10
F -10.26 -0.12 -5.17 0.15
F 0.10 -0.14 -0.83 0.08
F 4.32 6.09 7.77 0.15
F -3.36 1.24 0.78 0.09
F -0.55 5.46 0.17 0.14
F 0.03 4.21 -2.14 0.10
F -1.50 -1.77 -2.48 0.14
F -1.94 3.87 -0.40 0.10
F 1.09 -1.04 -2.56 0.10
F 1.55 3.78 -0.63 0.10
F 4.41 3.80 9.19 0.10
F -7.29 -2.23 -2.31 0.11
F 3.51 5.05 2.75 0.10
F -5.46 -1.59 -1.28 0.08
F -2.55 0.46 -1.09 0.10
F -0.06 -3.39 -2.11 0.09
F -3.56 -1.30 1.76 0.15
F -7.06 0.51 -1.74 0.14
F -8.90 -1.65 -4.42 0.15
F -1.53 -0.69 1.27 0.14
F -5.17 0.50 -2.85 0.10
F 3.29 1.79 6.56 0.10
F 5.17 7.06 6.02 0.14
F -11.25 -1.49 -3.06 0.10
F 6.92 6.84 8.08 0.10
F 5.35 2.43 6.94 0.14
F -9.58 -0.81 -1.81 0.10
F 1.58 3.64 3.98 0.12
F 6.75 4.66 8.02 0.10
F 1.92 3.01 1.92 0.16
O 3.91 -5.84 -3.54 0.26
O -8.50 0.54 -4.02 0.05
O 5.63 -5.53 -1.96 0.25
O 4.87 4.89 5.94 0.05
O 0.08 4.20 2.48 0.06
O -2.64 -2.14 -0.05 0.05
O 4.70 -3.65 -3.01 0.30
N 3.82 -3.20 -0.02 0.00
C -9.44 -0.45 -4.14 -0.54
C -0.64 -2.28 -1.57 -0.43
C -0.64 3.49 1.48 -0.03
C -0.24 -5.26 -5.01 -0.10
C 3.78 4.04 6.21 -0.05
C 2.34 -3.85 -4.02 -0.05
C -0.69 4.12 0.08 -0.44
C -2.72 -1.02 0.74 -0.54
C 0.26 3.57 -0.98 -0.30
C 2.04 -4.22 -5.50 -0.20
C -1.41 -2.77 -0.33 -0.04
C 3.69 2.86 8.56 -0.31
C 1.41 4.01 2.68 -0.54
C 5.20 5.93 6.76 -0.54
C 2.20 5.31 2.50 -0.28
C -6.14 -1.54 -2.46 -0.29
C 5.21 -3.46 -0.47 -0.12
C 1.15 -5.45 -5.64 -0.25
C -6.41 -0.07 -2.77 -0.44
C 6.63 5.78 7.29 -0.29
C 0.53 -1.31 -1.36 -0.29
C -7.12 0.27 -4.09 -0.04
C -10.33 -0.51 -2.89 -0.29
C -3.33 0.15 -0.03 -0.28
C 4.06 2.80 7.07 -0.44
B 3.68 -4.46 -3.53 -0.52
B 4.56 -6.29 -2.42 -0.32
B 5.21 -4.21 -1.86 -0.52
H -0.76 -2.81 0.55 0.15
H -1.68 -3.80 -0.56 0.15
H 3.55 -3.92 0.64 0.07
H 1.54 -3.37 -5.97 0.11
H 5.74 -4.08 0.25 0.11
H 2.91 4.59 6.57 0.15
H 0.09 2.50 -1.13 0.16
H -10.83 0.45 -2.74 0.18
H 2.62 3.07 8.68 0.17
H 4.20 -7.23 -1.78 0.12
H -1.03 -5.46 -5.73 0.07
H 1.28 -1.76 -0.71 0.16
H 2.98 -4.43 -6.03 0.11
H -1.67 3.52 1.84 0.15
H 1.66 -6.33 -5.25 0.10
H 1.53 -4.15 -3.37 0.09
H -6.89 -0.47 -4.87 0.15
H -4.33 -0.08 -0.39 0.14
H -0.37 -4.24 -4.66 0.06
H 2.45 -2.77 -3.95 0.11
H 7.34 5.75 6.45 0.18
H -6.68 1.21 -4.41 0.15
H -0.40 -5.94 -4.17 0.07
H -5.53 -2.01 -3.23 0.18
H 3.51 3.64 5.24 0.12
H 1.01 -5.63 -6.71 0.10
H 3.79 -2.33 0.51 0.06
H 1.84 6.07 3.19 0.18
H 5.74 -2.51 -0.54 0.11
H -0.35 2.44 1.44 0.14
```

Summary:
molar mass: 1096.9 g/mol
total charge: 0
E_LUMO: 0.0 eV
HOMO-LUMO gap: 9.962 eV

***

[8]
C36H37NNiP2S | ωB97M-V with the def2-TZVPD basis set

```
78
Properties=species:S:1:pos:R:3:lowdin_charge:R:1
Ni 1.09 -0.58 0.31 -0.18
S 1.83 -1.59 2.31 0.91
P 0.14 -1.97 -1.92 0.98
P 1.89 0.40 -2.32 1.00
N 0.10 -1.50 4.72 0.12
C -3.27 1.03 4.06 -0.19
C 2.36 0.07 -5.14 -0.11
C -1.97 -3.78 -5.12 -0.09
C 3.71 2.48 -5.55 -0.09
C 2.80 0.42 -6.43 -0.09
C -2.18 1.76 3.22 -0.18
C 0.16 0.58 -2.85 -0.34
C -2.62 -2.60 1.68 -0.08
C -2.80 -3.42 0.56 -0.08
C 2.80 -0.08 2.58 -0.36
C 1.37 4.09 -0.60 -0.08
C -2.78 -0.10 4.91 -0.14
C -2.41 -0.07 6.19 -0.13
C 2.56 4.23 0.12 -0.08
C 3.53 3.23 0.08 -0.09
C -1.75 2.36 6.33 -0.19
C -0.67 -0.46 -2.55 -0.32
C 0.74 -1.41 3.70 -0.50
C 3.28 2.12 -4.26 -0.09
C 2.13 1.96 -1.43 -0.43
C -0.95 -2.34 -0.53 -0.38
C -0.47 -3.15 -3.28 -0.36
C 3.32 2.10 -0.69 -0.13
C 0.23 -4.35 -3.49 -0.11
C -0.93 2.25 3.93 -0.12
C -2.39 1.15 7.05 -0.19
C -0.16 -5.26 -4.49 -0.09
C -1.58 -2.88 -4.12 -0.10
C 1.14 2.95 -1.35 -0.09
C -0.84 -1.38 0.54 -0.22
C -1.26 -4.97 -5.31 -0.09
C 3.48 1.63 -6.64 -0.10
C -1.62 -1.63 1.69 -0.11
C -0.70 2.10 5.25 -0.13
C 2.59 0.92 -4.04 -0.32
C -1.96 -3.28 -0.55 -0.09
H -0.63 -0.30 0.26 0.10
H 4.23 3.43 -5.71 0.10
H 0.39 -6.19 -4.64 0.10
H 1.82 -0.87 -5.01 0.10
H -0.15 1.46 -3.43 0.09
H -2.84 -3.55 -5.75 0.10
H 3.53 -0.32 3.33 0.03
H -3.40 1.45 7.39 0.12
H 4.06 1.30 -0.71 0.10
H 1.10 -4.58 -2.87 0.10
H -3.59 -4.16 0.55 0.10
H 3.20 0.02 1.58 0.01
H -1.47 -1.01 2.57 0.05
H 3.83 1.90 -7.64 0.10
H -3.30 -2.68 2.53 0.10
H 2.14 0.78 2.85 0.06
H 2.72 5.13 0.71 0.10
H -1.35 3.06 7.08 0.10
H 0.61 4.87 -0.57 0.10
H -1.76 -0.42 -2.67 0.08
H -2.57 2.89 5.83 0.10
H -2.23 -1.02 6.72 0.10
H -2.66 2.58 2.64 0.12
H -1.57 -5.67 -6.09 0.10
H 4.45 3.34 0.64 0.10
H -3.86 1.77 4.63 0.10
H -4.00 0.61 3.34 0.11
H -2.81 -1.06 4.40 0.08
H 3.47 2.81 -3.44 0.09
H 0.20 2.82 -1.87 0.09
H -2.13 -3.90 -1.44 0.10
H 2.60 -0.24 -7.28 0.10
H -0.47 3.08 3.39 0.09
H 0.22 1.65 5.64 0.10
H -2.14 -1.95 -4.00 0.09
H -1.82 0.91 7.96 0.10
H -1.78 1.02 2.51 0.08
```

Summary:
molar mass: 636.4 g/mol
multiplicity: 3
total charge: 0
E_LUMO (alpha / beta): 0.2 / -0.2 eV
HOMO-LUMO gap (alpha / beta): 6.191 / 6.315 eV

***

[9]
C8H24N2O6V2 | ωB97M-V with the def2-TZVPD basis set

```
42
Properties=species:S:1:pos:R:3:lowdin_charge:R:1
V -2.55 2.06 -0.34 1.23
V -3.19 -1.06 -1.02 1.37
O -4.15 0.61 -0.31 -0.40
O -1.59 0.30 -0.97 -0.39
O -0.53 2.34 -3.16 -0.20
O -2.34 -2.35 -1.39 -0.16
O -3.51 3.31 -0.09 -0.19
O 1.22 -4.84 2.86 -0.19
N -0.64 -2.55 2.70 0.04
N -0.70 3.43 -0.25 0.01
C 0.47 2.90 -2.33 -0.20
C 0.81 5.07 -1.10 -0.04
C 2.26 -5.64 3.34 -0.09
C 0.42 -2.92 1.74 -0.43
C -0.18 4.02 -1.52 -0.36
C 1.64 -3.61 2.35 -0.22
C 0.72 -1.67 0.96 -0.08
C -0.04 1.18 -3.84 -0.06
H 2.15 -3.01 3.11 0.14
H -0.94 4.22 0.35 0.11
H 1.26 5.55 -1.98 0.11
H 1.34 3.22 -2.91 0.15
H 1.57 -1.80 0.28 0.09
H 0.25 0.46 -3.07 0.08
H 2.88 -5.06 4.04 0.09
H -0.24 -1.94 3.41 0.08
H -0.81 -3.40 3.25 0.08
H 1.66 4.59 -0.61 0.10
H 0.84 2.11 -1.65 0.13
H 2.95 -5.91 2.53 0.09
H 0.46 5.92 -0.52 0.10
H -0.72 0.32 -1.38 0.01
H 2.38 -3.81 1.56 0.13
H 0.10 3.00 0.22 0.12
H -1.03 4.45 -2.05 0.16
H 1.94 -6.55 3.85 0.09
H -0.01 -3.69 1.09 0.14
H -5.06 0.81 -0.07 0.06
H 0.99 -0.85 1.63 0.08
H -0.83 0.73 -4.43 0.10
H -0.05 -1.33 0.26 0.03
H 0.78 1.43 -4.53 0.11
```

Summary:
molar mass: 346.2 g/mol
multiplicity: 3
total charge: +2
E_LUMO (alpha / beta): -10.5 / -10.0 eV
HOMO-LUMO gap (alpha / beta): 3.248 / 3.782 eV

***

[10]
C4H8N2 | ωB97M-V with the def2-TZVPD basis set

```
14
Properties=species:S:1:pos:R:3:lowdin_charge:R:1
N 0.17 0.32 -0.21 -0.23
N 0.29 -2.89 0.68 0.06
C 0.99 0.30 1.00 -0.03
C -0.60 1.52 -0.50 -0.05
C -0.05 -0.83 -0.85 -0.09
C -0.16 -2.10 -0.11 -0.46
H -1.04 1.44 -1.49 0.09
H 2.04 0.13 0.74 0.10
H 0.67 -0.52 1.66 0.08
H 0.05 2.40 -0.46 0.09
H 0.89 1.26 1.51 0.09
H -0.52 -0.78 -1.83 0.11
H -1.31 -1.88 -0.39 0.15
H -1.41 1.64 0.24 0.10
```

Summary:
molar mass: 84.1 g/mol
total charge: 0
E_LUMO (alpha / beta): 0.4 / 0.4 eV
HOMO-LUMO gap (alpha / beta): 7.644 / 7.641 eV

***

[11]
C34H27BCsF4N4O2SeTe | ωB97M-V with the def2-TZVPD basis set

```
75
Properties=species:S:1:pos:R:3:lowdin_charge:R:1
Cs 0.11 -1.06 0.08 1.45
Te -1.32 5.94 2.45 1.24
Se -4.23 1.39 -2.70 1.12
F 2.20 -1.37 -1.34 -0.20
F 3.30 -2.86 0.01 0.08
F 3.67 -2.86 -2.28 0.09
F 4.46 -1.11 -0.98 0.09
O -3.54 -2.64 2.38 0.09
O -1.27 -0.86 2.02 -0.47
N -2.69 0.77 -2.09 -0.21
N -1.00 -0.64 -2.89 0.06
N -4.13 0.59 -4.28 -0.24
N -0.43 2.70 1.28 0.11
C -3.00 -0.08 -4.25 -0.41
C -0.59 -1.34 -3.88 -0.11
C 1.54 4.87 2.70 -0.14
C -3.58 1.69 4.36 -0.28
C -3.69 -2.34 5.90 -0.03
C -1.68 1.29 2.89 -0.11
C -5.17 -3.99 6.83 -0.10
C -1.63 3.33 0.76 -0.31
C -3.61 -1.95 3.38 -0.31
C -2.45 2.13 3.66 -0.01
C 0.15 4.45 4.63 -0.17
C 1.22 3.84 5.26 -0.09
C 1.91 1.18 1.60 -0.12
C -5.18 -3.56 4.47 -0.03
C 2.60 4.24 3.33 -0.09
C 2.17 -0.32 3.92 -0.07
C 3.21 -0.28 3.00 -0.07
C -3.90 0.36 4.25 -0.02
C 0.85 1.12 2.50 -0.22
C -4.41 2.65 5.18 -0.06
C 0.31 4.98 3.35 -0.59
C 2.44 3.72 4.61 -0.09
C 3.09 0.48 1.85 -0.07
C -1.30 -1.49 -5.14 -0.04
C -3.17 -0.54 3.45 -0.08
C -4.17 -3.04 7.00 -0.09
C -2.20 0.02 -3.05 -0.46
C -0.46 1.79 2.17 -0.22
C 0.99 0.37 3.66 -0.03
C -4.18 -2.60 4.62 -0.15
C -2.48 -0.89 -5.33 -0.01
C -1.41 4.82 0.63 -0.52
C -2.01 -0.10 2.73 -0.35
C -5.68 -4.24 5.56 -0.09
B 3.44 -2.06 -1.15 -1.26
H -0.81 4.51 5.13 0.08
H 0.37 -1.85 -3.74 0.12
H -5.14 2.11 5.79 0.07
H 3.54 4.13 2.81 0.10
H -0.50 5.03 0.07 0.04
H -2.91 -1.60 6.02 0.12
H 2.26 -0.90 4.83 0.10
H 1.09 3.42 6.25 0.10
H 0.16 0.32 4.36 0.12
H 3.27 3.22 5.10 0.10
H -3.04 -0.98 -6.25 0.11
H -3.76 -2.84 7.98 0.10
H -4.97 3.36 4.56 0.07
H -5.56 -4.53 7.69 0.09
H -2.16 3.17 3.74 0.07
H -6.46 -4.99 5.43 0.10
H -4.77 -0.02 4.79 0.12
H 1.81 1.77 0.70 0.11
H -5.53 -3.77 3.46 0.11
H 3.89 0.48 1.12 0.11
H -2.25 5.30 0.12 0.03
H 4.11 -0.86 3.18 0.10
H -3.79 3.25 5.86 0.07
H -2.56 3.12 1.31 0.10
H -0.86 -2.11 -5.91 0.10
H 1.66 5.28 1.71 0.10
H -1.75 2.95 -0.26 0.10
```

Summary:
molar mass: 949.9 g/mol
total charge: -1
E_LUMO: 0.6 eV
HOMO-LUMO gap: 5.329 eV

***

[12]
C3H5F3NO4S2 | ωB97M-V with the def2-TZVPD basis set

```
18
Properties=species:S:1:pos:R:3:lowdin_charge:R:1
S 2.03 -1.36 -0.20 0.45
S 1.23 1.22 -0.04 0.46
F -3.15 -1.14 0.08 0.10
F -1.20 -1.90 0.35 0.17
F -1.97 -0.44 1.69 0.16
O 1.85 1.21 1.25 -0.35
O 1.59 2.40 -0.76 -0.36
O 1.48 -1.58 1.09 -0.36
O 1.86 -2.45 -1.09 -0.39
N 1.52 -0.05 -0.98 -0.36
C -1.39 0.27 -0.49 -0.10
C -1.90 -0.80 0.43 -0.69
C -0.57 1.38 0.16 -0.20
H -2.28 0.74 -0.89 0.12
H 3.37 -1.19 -0.11 0.06
H -0.79 1.54 1.20 0.09
H -0.88 -0.14 -1.34 0.11
H -0.81 2.29 -0.35 0.08
```

Summary:
molar mass: 240.2 g/mol
total charge: -1
E_LUMO: 3.4 eV
HOMO-LUMO gap: 9.553 eV